Below is an isolated molecule of C24H21N5O4S, with properties calculated with wB97M-V/def2-TZVPD.

Properties
LUMO energy	-0.02606	Ha
relative energy (zero: lowest compared OMol25 entry of this formula, charge and spin)	22.5	kJ/mol
SMILES string	[H]/N=C1/C(=C\c2ccc(OC(=O)c3ccc(C)cc3)cc2)C(=O)N=C2SC(N3CCOCC3)=NN21
highest occupied orbital energy	-0.316	Eh

Geometry as ORCA input:
```
! RIJCOSX wB97M-V def2-TZVPD def2/J DEFGRID3
* xyz 0 1
H 0.05176 0.30514 -0.40254
N -0.03059 -0.51589 -0.99353
C -1.21330 -0.80389 -1.32329
C -1.58239 -1.97053 -2.12628
C -0.71536 -2.93259 -2.51255
C 0.71986 -2.97777 -2.30863
C 1.29495 -4.12425 -1.75865
C 2.63614 -4.15168 -1.43198
C 3.42736 -3.03889 -1.69034
O 4.75047 -3.06428 -1.30985
C 5.30486 -2.00682 -0.66158
O 6.50011 -1.91550 -0.60397
C 4.37162 -1.03598 -0.02466
C 4.63713 0.32524 -0.14191
C 3.77892 1.24975 0.41915
C 2.65433 0.83987 1.12757
C 1.72812 1.85153 1.73201
C 2.42341 -0.52112 1.28197
C 3.26702 -1.45346 0.71125
C 2.89184 -1.94242 -2.35986
C 1.54648 -1.90794 -2.65064
C -3.02584 -2.20777 -2.47659
O -3.36267 -3.14328 -3.16527
N -3.96131 -1.32336 -1.98232
C -3.58496 -0.34086 -1.26256
S -4.68292 0.83882 -0.56839
C -3.25164 1.64899 0.13495
N -3.36040 2.81054 0.79521
C -2.20158 3.33662 1.49574
C -2.28568 2.94061 2.97469
O -3.49476 3.38556 3.54537
C -4.61380 2.84950 2.87855
C -4.60628 3.24066 1.39348
N -2.13423 1.06798 -0.12465
N -2.31298 -0.03037 -0.90501
H -1.16961 -3.79539 -2.99198
H 0.67218 -4.97768 -1.53542
H 3.07867 -5.01591 -0.96147
H 5.51083 0.64447 -0.69015
H 3.98134 2.30508 0.30641
H 1.56493 2.68112 1.04661
H 2.16367 2.25642 2.64577
H 0.77019 1.40218 1.98415
H 1.56844 -0.85897 1.84856
H 3.07086 -2.50582 0.85139
H 3.53090 -1.11378 -2.62482
H 1.12928 -1.05367 -3.15622
H -1.29850 2.94184 1.03455
H -2.22363 4.42617 1.40571
H -1.48589 3.40957 3.54887
H -2.20562 1.84604 3.06218
H -5.49259 3.25428 3.38134
H -4.61698 1.75168 2.96548
H -5.44986 2.79059 0.87053
H -4.66230 4.32960 1.30363
*
```

=====

Below is a structure of composition C24H22BF4GeNO6S2Ta, with properties calculated with wB97M-V/def2-TZVPD.

Properties
LUMO energy	-0.17763	Ha
relative energy (zero: lowest compared OMol25 entry of this formula, charge and spin)	185.6	kJ/mol
highest occupied orbital energy	-0.435	Eh

Geometry as ORCA input:
```
! RIJCOSX wB97M-V def2-TZVPD def2/J DEFGRID3
* xyz 1 1
Ta -1.41416 1.11759 -0.38356
S -4.78514 4.30570 -0.38912
C -4.65619 3.60077 1.16148
C -3.78324 2.57631 1.13915
N -3.21321 2.36035 -0.11102
C -3.66927 3.22540 -1.00073
H -5.23915 3.95283 1.99608
H -3.54809 1.91983 1.96163
H -3.34983 3.23491 -2.03156
O -3.19121 -0.18146 2.87772
C -2.42900 -0.63802 2.10571
O -1.82584 0.18966 1.13160
C -1.97780 -2.05524 1.87459
C -0.57014 -2.29745 1.28265
Ge 0.58544 -0.99238 0.37473
C 1.40430 0.22843 1.62908
C 0.80390 0.52997 2.84968
C 1.39549 1.43139 3.72415
C 2.59057 2.04612 3.38012
C 3.21276 1.73216 2.17879
C 2.62510 0.82517 1.30782
C 0.33800 -0.14171 -1.53700
C -0.11439 -0.95323 -2.59739
C 0.33045 -0.71781 -3.88191
C 1.23287 0.30929 -4.13648
C 1.72192 1.09689 -3.10039
C 1.28968 0.85933 -1.81375
C 2.01515 -2.24831 -0.09539
C 3.14772 -2.37595 0.70886
C 4.05434 -3.41019 0.49913
C 3.83007 -4.34343 -0.49950
C 2.69619 -4.24342 -1.29444
C 1.80007 -3.20451 -1.09151
H -2.73832 -2.45180 1.19744
H -2.09606 -2.57528 2.82442
H -0.59214 -3.15762 0.61764
H 0.12881 -2.54702 2.08593
H -0.12793 0.06050 3.14324
H 0.92142 1.65549 4.67088
H 3.04368 2.76174 4.05357
H 4.15986 2.18860 1.92198
H 3.13795 0.56754 0.38875
H -0.80634 -1.75823 -2.42015
H -0.03011 -1.33999 -4.69015
H 1.56459 0.49061 -5.15090
H 2.42539 1.89574 -3.29066
H 1.68954 1.47907 -1.02363
H 3.33735 -1.67206 1.50887
H 4.93217 -3.48943 1.12781
H 4.53444 -5.14946 -0.65834
H 2.50472 -4.98104 -2.06320
H 0.92741 -3.14478 -1.73272
F -2.27646 -1.42613 -0.99974
B -3.38276 -0.70221 -1.53236
F -4.12643 -1.36246 -2.42005
F -4.04621 -0.11541 -0.46605
F -2.61857 0.47067 -2.15203
O -1.00352 2.50353 -1.69067
S -0.31145 3.47118 -0.66005
O 0.99638 3.81511 -1.06843
O -0.24818 2.29878 0.47580
O -1.20657 4.47535 -0.21642
*
```

=====

Below is a structure of composition C24H22BiN10O2S, with properties calculated with wB97M-V/def2-TZVPD.

Properties
LUMO energy (alpha / beta)	-0.14930 / -0.14928	Ha
relative energy (zero: lowest compared OMol25 entry of this formula, charge and spin)	0.0	kJ/mol
highest occupied orbital energy (alpha / beta)	-0.333 / -0.333	Eh

Geometry as ORCA input:
```
! RIJCOSX wB97M-V def2-TZVPD def2/J DEFGRID3
* xyz 1 1
Bi 1.07868 -0.53278 -0.60228
C 4.26708 -1.44178 2.17092
C 3.72678 -1.03688 0.96272
N 2.64488 -0.23378 0.88872
C 2.09568 0.15572 2.09072
C 2.65448 -0.26658 3.29192
N 3.74908 -1.06728 3.36372
C 0.93488 1.05162 1.98442
C 0.48618 1.97812 2.91032
C -0.49472 2.91652 2.52512
C -0.93352 2.90472 1.18342
C -0.45452 1.93462 0.31862
N 0.36488 0.98552 0.77942
C -0.64532 1.85292 -1.14008
C -1.68742 2.46912 -1.82608
N -1.83922 2.40062 -3.17428
C -0.89822 1.67702 -3.82268
C 0.14688 1.05342 -3.16408
N 0.30268 1.12612 -1.82538
C -1.00632 3.92692 3.47832
C -0.16672 4.56122 4.40342
C -0.69962 5.49732 5.27862
N -1.99992 5.85152 5.29652
C -2.80142 5.24172 4.40322
C -2.36132 4.28972 3.49432
H 5.13908 -2.08448 2.21202
H 4.15168 -1.34628 0.01512
H 2.23928 0.01792 4.25182
H 0.91138 2.00502 3.90692
H -1.59672 3.68332 0.82152
H -2.45382 3.04102 -1.31638
H -1.00742 1.60992 -4.89898
H 0.89308 0.47542 -3.69618
H 0.89738 4.35102 4.44742
H -0.07272 6.00152 6.00812
H -3.84492 5.54362 4.43482
H -3.08002 3.83532 2.82132
N -1.59282 -3.14658 -0.70008
C -0.37682 -3.22988 -0.12908
N 0.40988 -4.21168 -0.60758
S 0.11338 -2.20428 1.06922
H -1.89892 -3.76908 -1.43188
H -2.23342 -2.42848 -0.38468
H 0.11758 -4.84128 -1.33888
H 1.33808 -4.32788 -0.21988
C 0.29648 -4.76958 -4.40868
N -0.20892 -3.67338 -3.60678
C -1.53182 -3.33478 -3.66078
C -1.98062 -2.32838 -2.92078
C -1.03072 -1.60208 -2.05738
O -1.50312 -0.67728 -1.39278
N 0.24738 -1.97218 -2.04168
C 0.69938 -2.98528 -2.78658
O 1.88338 -3.33618 -2.77898
H -0.49512 -5.23158 -5.00628
H 0.73418 -5.52498 -3.74778
H 1.07788 -4.39398 -5.07728
H -2.18342 -3.90178 -4.31168
H -3.01042 -2.00548 -2.91238
H 2.48848 -0.53278 -1.82458
*
```

=====

> Which value of relative energy (zero: lowest compared OMol25 entry of this formula, charge and spin) does entry 1 give?

22.5 kJ/mol

=====

Copy entry 1 word for word.
Below is an isolated molecule of C24H21N5O4S, with properties calculated with wB97M-V/def2-TZVPD.

Properties
LUMO energy	-0.02606	Ha
relative energy (zero: lowest compared OMol25 entry of this formula, charge and spin)	22.5	kJ/mol
SMILES string	[H]/N=C1/C(=C\c2ccc(OC(=O)c3ccc(C)cc3)cc2)C(=O)N=C2SC(N3CCOCC3)=NN21
highest occupied orbital energy	-0.316	Eh

Geometry as ORCA input:
```
! RIJCOSX wB97M-V def2-TZVPD def2/J DEFGRID3
* xyz 0 1
H 0.05176 0.30514 -0.40254
N -0.03059 -0.51589 -0.99353
C -1.21330 -0.80389 -1.32329
C -1.58239 -1.97053 -2.12628
C -0.71536 -2.93259 -2.51255
C 0.71986 -2.97777 -2.30863
C 1.29495 -4.12425 -1.75865
C 2.63614 -4.15168 -1.43198
C 3.42736 -3.03889 -1.69034
O 4.75047 -3.06428 -1.30985
C 5.30486 -2.00682 -0.66158
O 6.50011 -1.91550 -0.60397
C 4.37162 -1.03598 -0.02466
C 4.63713 0.32524 -0.14191
C 3.77892 1.24975 0.41915
C 2.65433 0.83987 1.12757
C 1.72812 1.85153 1.73201
C 2.42341 -0.52112 1.28197
C 3.26702 -1.45346 0.71125
C 2.89184 -1.94242 -2.35986
C 1.54648 -1.90794 -2.65064
C -3.02584 -2.20777 -2.47659
O -3.36267 -3.14328 -3.16527
N -3.96131 -1.32336 -1.98232
C -3.58496 -0.34086 -1.26256
S -4.68292 0.83882 -0.56839
C -3.25164 1.64899 0.13495
N -3.36040 2.81054 0.79521
C -2.20158 3.33662 1.49574
C -2.28568 2.94061 2.97469
O -3.49476 3.38556 3.54537
C -4.61380 2.84950 2.87855
C -4.60628 3.24066 1.39348
N -2.13423 1.06798 -0.12465
N -2.31298 -0.03037 -0.90501
H -1.16961 -3.79539 -2.99198
H 0.67218 -4.97768 -1.53542
H 3.07867 -5.01591 -0.96147
H 5.51083 0.64447 -0.69015
H 3.98134 2.30508 0.30641
H 1.56493 2.68112 1.04661
H 2.16367 2.25642 2.64577
H 0.77019 1.40218 1.98415
H 1.56844 -0.85897 1.84856
H 3.07086 -2.50582 0.85139
H 3.53090 -1.11378 -2.62482
H 1.12928 -1.05367 -3.15622
H -1.29850 2.94184 1.03455
H -2.22363 4.42617 1.40571
H -1.48589 3.40957 3.54887
H -2.20562 1.84604 3.06218
H -5.49259 3.25428 3.38134
H -4.61698 1.75168 2.96548
H -5.44986 2.79059 0.87053
H -4.66230 4.32960 1.30363
*
```